Entry 1:
Here is a structure of composition C36H57EuF5O6PS from the Open Molecules 2025 dataset. Energies are from the ωB97M-V functional and the def2-TZVPD basis.

Properties
* orbital gap (alpha / beta): 5.066 / 8.801 eV
* F_max: 0.01694 hartree/bohr
* E: -103568.9585 eV
* net charge: +2
* spin multiplicity: 7
* highest occupied orbital energy (alpha / beta): -13.06 / -13.12 eV

Last column: Löwdin charge in e.
Element x y z (Å)
H: -3.867 -3.709 3.198  0.119
H: 2.269 -3.009 -2.710  0.129
C: -2.776 1.115 2.644  -0.167
H: -0.992 2.652 0.979  0.087
H: 4.937 2.464 -2.551  0.152
C: -4.615 1.985 -1.299  -0.163
H: -2.862 -3.151 -0.419  0.102
F: 2.930 -1.430 4.700  0.115
H: 4.714 2.374 -0.793  0.125
C: 1.896 -3.306 -0.129  -0.190
H: 0.824 -3.999 -2.437  0.155
H: -2.401 -5.531 2.414  0.116
H: 3.814 -2.998 0.795  0.142
H: -0.489 -4.639 0.744  0.093
H: -3.901 -1.645 -1.399  0.108
C: -0.004 0.170 -3.748  -0.151
H: 1.484 -3.131 0.854  0.056
F: 3.280 1.166 0.795  -0.050
F: 5.556 2.269 1.722  0.129
O: -0.074 1.822 -2.064  -0.259
H: -0.889 0.072 2.555  0.053
C: -1.569 -4.467 0.712  -0.170
O: 1.138 -2.508 -1.046  -0.278
H: -2.741 0.677 3.645  0.124
C: 0.357 1.569 -3.408  -0.164
O: 3.745 0.910 -1.880  -0.202
H: 5.360 0.263 -0.765  0.142
H: -1.062 -0.009 -3.545  0.125
C: -5.286 0.852 -2.105  -0.177
H: 0.192 -0.014 -4.806  0.153
C: 3.556 -0.527 3.954  -0.230
C: 5.411 0.978 3.696  -0.128
O: 2.059 2.758 -0.963  -0.236
H: -3.886 2.822 3.334  0.121
S: 1.573 -0.874 2.067  0.696
C: 3.042 -0.172 2.713  -0.497
H: -3.653 0.677 2.170  0.090
C: -0.569 1.972 1.727  -0.279
H: -1.129 3.366 -1.245  0.112
H: -4.092 -3.882 1.475  0.119
H: 1.282 4.672 -1.082  0.143
C: 4.725 0.033 4.440  -0.128
C: 0.966 3.660 -0.837  -0.134
C: 4.218 2.257 -1.757  -0.163
C: 3.362 -2.899 -0.190  -0.136
H: -5.190 2.189 -0.392  0.116
P: -1.543 -0.291 0.360  1.040
C: 0.405 -2.081 -3.231  -0.146
C: -0.179 3.220 -1.749  -0.126
H: -4.710 -0.769 -3.425  0.118
H: 3.410 4.198 -1.590  0.152
H: -0.851 -2.118 1.604  0.065
H: -4.616 2.912 -1.875  0.115
C: 4.865 0.034 -1.713  -0.166
H: 3.891 -1.608 -2.657  0.133
C: -2.968 2.628 2.779  -0.186
H: -0.096 1.960 3.800  0.121
C: -3.173 1.629 -0.911  -0.210
C: -2.145 -4.508 2.141  -0.180
H: 1.780 -4.363 -0.372  0.142
C: -1.787 -1.989 1.043  -0.437
O: 0.788 -0.726 -2.949  -0.238
C: -1.863 -3.126 0.016  -0.206
H: -2.506 1.783 -1.761  0.090
H: -0.659 -2.200 -3.017  0.125
H: -3.884 -0.008 0.243  0.101
H: -1.893 3.250 4.557  0.117
H: 0.582 -2.292 -4.288  0.152
H: 2.674 3.241 -2.883  0.133
H: -0.202 3.786 -2.679  0.138
H: 1.434 1.721 -3.504  0.122
H: -3.820 -1.541 1.738  0.101
H: -0.160 2.233 -4.102  0.152
C: 4.920 1.357 2.461  -0.137
F: 6.528 1.516 4.161  0.162
C: 3.760 0.770 2.016  -0.221
C: -3.363 -3.595 2.238  -0.180
H: 5.247 -2.027 -1.591  0.149
H: -2.441 -1.086 -2.176  0.074
C: -3.380 -0.745 -1.725  -0.190
C: 3.071 3.198 -1.867  -0.151
C: -3.098 0.157 -0.497  -0.423
H: 5.578 0.181 -2.527  0.152
H: -1.393 -4.179 2.867  0.117
Eu: 1.371 0.115 -0.528  1.952
H: -5.969 1.268 -2.844  0.115
H: -1.992 -5.277 0.115  0.117
H: -1.791 4.377 3.229  0.113
H: 3.917 -3.522 -0.889  0.132
C: 4.390 -1.366 -1.715  -0.161
H: -5.897 0.228 -1.446  0.119
C: 1.228 -2.985 -2.381  -0.158
H: 0.352 3.461 3.020  0.113
C: -1.781 3.314 3.473  -0.164
H: -1.169 -2.967 -0.806  0.075
H: 0.665 3.650 0.205  0.108
H: -2.636 -1.717 3.015  0.114
C: -0.426 2.696 3.061  -0.165
C: -2.951 -2.125 2.051  -0.177
C: -4.238 -0.029 -2.780  -0.190
C: -1.458 0.736 1.903  -0.449
H: -3.129 3.070 1.792  0.095
F: 5.200 -0.333 5.620  0.163
O: 3.482 -1.531 -0.620  -0.257
H: -3.610 0.588 -3.434  0.106
H: -2.834 2.289 -0.112  0.079
H: 0.433 1.690 1.370  0.029


Entry 2:
Here is the molecule C5H8BrCl at a distorted geometry from the Open Molecules 2025 dataset. Energies are from the ωB97M-V functional and the def2-TZVPD basis.

Properties
* SMILES string: C=C(Cl)C(C)(C)Br
* orbital gap: 10.530 eV
* F_max: 0.08471 hartree/bohr
* E: -87878.4118 eV
* relative energy (zero: lowest compared OMol25 entry of this formula, charge and spin): 1.24 kcal per mole
* highest occupied orbital energy: -9.75 eV

Last column: natural (NBO) charge in e.
Element x y z (Å)
H: -1.475 0.574 1.973  0.224
H: 2.241 -1.921 -0.185  0.226
C: 0.205 -0.333 0.858  -0.035
C: 2.491 -0.877 -0.059  -0.406
Cl: 2.318 1.457 1.158  0.000
H: -0.036 1.639 1.800  0.224
H: -0.873 -1.265 -0.994  0.241
H: 3.544 -0.739 -0.315  0.222
C: 1.746 -0.086 0.601  -0.049
C: -0.396 0.524 1.987  -0.653
H: -1.622 -0.084 -0.034  0.210
H: -0.416 0.580 -1.000  0.222
C: -0.695 -0.311 -0.450  -0.629
Br: 0.030 -2.149 1.624  -0.029
H: -0.022 0.215 2.959  0.234


Entry 3:
Here is a cluster of 2 separate species, C7H15ClS in total at a distorted geometry from the Open Molecules 2025 dataset. Energies are from the ωB97M-V functional and the def2-TZVPD basis.

Properties
* orbital gap (alpha / beta): 8.090 / 8.008 eV
* F_max: 0.04876 hartree/bohr
* E: -30856.0251 eV
* relative energy (zero: lowest compared OMol25 entry of this formula, charge and spin): 64.46 kcal per mole
* highest occupied orbital energy (alpha / beta): -7.77 / -7.53 eV

Last column: natural (NBO) charge in e.
Element x y z (Å)
H: -3.196 1.013 1.931  0.231
C: 2.544 0.344 -0.574  -0.618
H: 2.125 -2.016 0.527  0.203
H: -0.425 2.026 -1.399  0.119
S: -0.177 2.312 -0.120  0.060
C: 1.405 -1.286 0.978  -0.606
Cl: -2.870 -1.253 -0.828  -0.005
H: 0.226 0.764 1.577  0.198
C: 1.086 -0.256 -0.148  -0.100
H: -3.996 1.052 0.381  0.225
C: 0.517 -0.912 -1.457  -0.626
H: 1.988 -0.697 1.691  0.207
H: -0.568 -0.920 -1.424  0.228
H: 0.753 -0.153 -2.141  0.201
H: -2.501 1.857 0.257  0.239
H: 0.551 -1.793 1.384  0.215
H: 1.015 -1.829 -1.693  0.213
C: -3.039 0.970 0.793  -0.716
H: 3.126 0.898 0.280  0.213
H: 2.634 0.960 -1.487  0.215
H: 2.943 -0.628 -0.823  0.205
C: -2.340 -0.284 0.491  -0.175
H: -1.912 -0.868 1.309  0.197
C: 0.113 0.699 0.496  -0.323


Entry 4:
Here is a structure of composition C15H30IN3OP at a distorted geometry from the Open Molecules 2025 dataset. Energies are from the ωB97M-V functional and the def2-TZVPD basis.

Properties
* orbital gap: 6.720 eV
* F_max: 0.14143 hartree/bohr
* E: -39935.8480 eV
* net charge: +1
* highest occupied orbital energy: -11.11 eV

Last column: natural (NBO) charge in e.
Element x y z (Å)
H: 5.881 3.789 2.396  0.300
C: 0.979 1.770 -0.771  -0.120
H: -1.134 -2.947 2.133  0.419
C: 2.906 2.631 -2.512  -0.443
H: 0.096 -0.588 -2.544  0.218
H: -1.454 -0.002 -1.644  0.213
H: -1.205 -1.237 2.133  0.344
C: 3.428 1.781 -0.101  -0.106
C: -0.649 -1.988 -0.959  -0.407
N: -4.170 -4.409 2.234  -0.816
H: -1.912 1.383 0.786  0.258
H: -2.451 -6.764 3.396  0.248
H: -1.166 4.962 -2.134  0.270
H: -2.491 -1.280 0.311  0.183
H: -3.317 -6.038 4.778  0.250
C: 0.516 0.268 -0.398  -0.475
H: 3.250 2.489 -3.617  0.257
H: 2.017 0.576 -2.363  0.223
H: -0.090 0.193 0.597  0.254
H: -2.156 -3.106 0.264  0.197
N: -0.853 -2.079 1.620  -0.878
H: 4.721 1.292 -1.875  0.250
H: 1.472 -0.384 -0.280  0.224
C: -0.766 3.895 -2.338  -0.936
C: -1.641 -2.057 0.311  -0.256
C: -2.078 2.163 -0.047  -0.942
P: -0.505 2.998 -0.690  0.718
C: 4.342 2.329 1.137  -0.136
H: 2.003 3.399 -0.027  0.470
H: -1.029 -2.608 -1.860  0.219
H: 4.896 3.053 -1.344  0.260
H: 2.593 3.748 -2.429  0.216
H: -2.718 1.701 -0.907  0.236
H: -4.221 -6.647 3.377  0.212
C: 4.105 2.210 -1.505  -0.424
H: -2.752 2.990 0.431  0.270
C: 5.174 2.992 1.932  -0.179
C: -3.163 -4.788 3.065  0.689
H: -1.586 3.350 -2.950  0.240
C: -0.406 -0.457 -1.518  -0.417
H: 0.427 -2.387 -0.737  0.218
C: -3.302 -6.147 3.691  -0.711
C: 1.621 1.676 -2.288  -0.444
H: 0.810 1.757 -3.111  0.260
O: -2.210 -4.051 3.276  -0.657
H: -4.974 -4.982 2.031  0.402
H: -4.100 -3.500 1.801  0.400
H: 3.391 0.623 -0.054  0.272
I: 1.645 2.125 2.167  0.503
H: 0.223 3.978 -2.950  0.252
N: 2.040 2.357 0.120  -0.600


Entry 5:
Here is a structure of composition C4H10O6 at a distorted geometry from the Open Molecules 2025 dataset. Energies are from the ωB97M-V functional and the def2-TZVPD basis.

Properties
* orbital gap (alpha / beta): 6.283 / 9.591 eV
* F_max: 0.06648 hartree/bohr
* E: -16585.0254 eV
* relative energy (zero: lowest compared OMol25 entry of this formula, charge and spin): 249.65 kcal per mole
* highest occupied orbital energy (alpha / beta): -9.98 / -10.07 eV

Last column: natural (NBO) charge in e.
Element x y z (Å)
H: -3.801 -0.993 0.060  0.213
H: -3.507 -0.037 1.540  0.214
H: -2.511 0.668 -1.258  0.162
C: 1.729 -0.086 -0.173  0.277
O: 5.202 -0.034 0.006  -0.491
H: 4.316 0.372 -0.179  0.488
H: -1.075 -1.078 -0.551  0.214
O: -2.272 1.939 0.339  -0.704
C: -2.372 0.624 -0.168  0.079
H: -1.083 -0.482 1.148  0.257
H: 1.679 -0.368 0.892  0.136
H: -4.478 0.644 0.225  0.236
O: -0.024 0.653 -0.229  -0.214
O: 5.544 -2.253 -0.766  -0.101
C: -3.606 0.015 0.445  -0.628
O: 4.733 -1.535 -0.152  0.088
C: -1.069 -0.166 0.080  -0.177
H: -1.371 2.247 0.131  0.483
O: 2.532 0.792 -0.570  -0.652
H: 1.434 -0.923 -0.820  0.121


Entry 6:
Here is a structure of composition C35H40N4ReTe from the Open Molecules 2025 dataset. Energies are from the ωB97M-V functional and the def2-TZVPD basis.

Properties
* orbital gap (alpha / beta): 5.081 / 5.403 eV
* F_max: 0.00432 hartree/bohr
* E: -52289.7760 eV
* net charge: +4
* relative energy (zero: lowest compared OMol25 entry of this formula, charge and spin): 0.00 kcal per mole
* spin multiplicity: 4
* highest occupied orbital energy (alpha / beta): -18.96 / -19.08 eV

Last column: Löwdin charge in e.
Element x y z (Å)
H: -1.533 0.244 6.193  0.100
C: 5.199 0.866 -0.401  -0.548
C: 3.066 0.867 -1.821  0.066
C: -2.840 -5.954 -2.984  0.005
C: -3.398 -4.707 -2.739  0.011
C: -1.667 -0.035 2.087  -0.081
H: -4.012 -2.068 -2.393  0.084
C: 1.496 0.635 0.416  -0.171
C: -0.019 -0.055 3.837  -0.075
C: -1.346 -0.212 3.406  0.063
C: -0.770 -0.538 6.193  -0.038
H: 1.773 -1.423 6.398  0.112
C: -5.762 3.025 -2.728  0.012
C: -0.739 -5.247 -2.021  0.009
C: -1.227 3.693 -4.250  0.025
C: -4.906 3.557 -3.656  0.052
C: -0.814 2.870 -3.213  -0.073
H: 6.998 1.068 -1.552  0.110
N: -0.749 0.276 1.135  -0.113
H: 1.206 0.884 -2.863  0.106
H: 0.292 -5.457 -1.766  0.135
N: -3.306 1.279 -0.446  -0.025
H: 2.357 -1.095 4.777  0.085
H: -4.419 -4.500 -3.034  0.137
H: 1.964 0.357 3.117  0.128
H: -1.230 -1.494 5.936  0.100
N: 0.895 0.781 -0.807  -0.126
C: 1.031 1.143 5.719  -0.006
H: -1.095 -7.193 -2.839  0.136
H: 6.745 -0.385 0.422  0.112
H: 3.302 0.547 1.526  0.128
C: -0.526 -2.896 -1.080  -0.304
H: 5.227 -0.556 1.285  0.085
C: -3.511 3.330 -3.562  -0.111
H: -3.463 1.815 0.414  0.141
Re: -1.172 0.962 -0.786  1.451
C: -3.918 2.012 -1.572  -0.223
H: -6.826 3.210 -2.794  0.142
C: 0.404 -0.197 5.277  -0.548
H: 1.345 1.049 6.759  0.112
H: -3.810 0.400 -0.309  0.110
H: 6.596 2.137 0.632  0.112
C: 3.703 0.804 -0.572  -0.074
C: 5.516 2.080 0.498  -0.006
H: -0.484 4.153 -4.887  0.143
C: -1.300 -4.011 -1.736  -0.329
H: 3.642 0.929 -2.733  0.134
H: -5.945 1.878 -0.908  0.145
N: -1.664 2.257 -2.372  -0.108
C: 1.461 -1.317 5.360  -0.009
H: 5.757 0.166 -2.398  0.100
H: -3.431 -6.718 -3.470  0.137
H: -5.284 4.172 -4.463  0.149
C: 0.559 0.390 1.527  -0.175
C: -3.018 2.523 -2.517  -0.170
C: 2.860 0.657 0.546  0.094
H: -0.777 -2.695 -0.038  0.075
C: 1.699 0.853 -1.900  -0.103
H: 1.916 1.404 5.137  0.087
H: -2.691 -0.152 1.757  0.112
H: 5.187 3.015 0.042  0.103
H: -2.129 -0.465 4.106  0.133
H: 5.071 1.994 1.491  0.087
H: 0.241 2.712 -3.046  0.106
C: 5.664 -0.430 0.293  -0.008
C: -1.521 -6.222 -2.627  0.006
H: -2.921 4.537 -5.258  0.157
H: 0.550 -2.959 -1.225  0.083
C: 5.926 1.018 -1.737  -0.038
H: 0.313 1.961 5.660  0.103
C: -3.179 -2.376 -1.765  -0.307
C: 0.927 0.243 2.839  0.094
Te: -1.367 -1.334 -2.300  1.553
H: -3.382 -2.209 -0.706  0.075
H: 5.438 -1.311 -0.309  0.101
C: -2.575 3.908 -4.445  0.101
H: -0.407 -0.625 7.216  0.110
C: -2.637 -3.742 -2.095  -0.333
C: -5.261 2.256 -1.660  0.044
H: 1.056 -2.277 5.035  0.102
H: 5.649 1.939 -2.254  0.101


Entry 7:
Here is the molecule C3H6N4 at a distorted geometry from the Open Molecules 2025 dataset. Energies are from the ωB97M-V functional and the def2-TZVPD basis.

Properties
* SMILES string: Cc1nc(N)n[nH]1
* orbital gap: 9.368 eV
* F_max: 0.11222 hartree/bohr
* E: -9168.3492 eV
* relative energy (zero: lowest compared OMol25 entry of this formula, charge and spin): 11.69 kcal per mole
* highest occupied orbital energy: -8.43 eV

Last column: natural (NBO) charge in e.
Element x y z (Å)
H: 3.403 0.269 0.199  0.398
C: -2.203 -0.404 -0.031  -0.664
C: -0.716 -0.092 -0.055  0.375
H: -0.808 2.002 -0.259  0.415
C: 1.407 -0.082 -0.138  0.464
N: 0.334 -0.941 -0.157  -0.530
N: -0.292 1.129 -0.019  -0.358
H: -2.760 0.453 0.433  0.219
H: -2.713 -0.672 -0.945  0.238
N: 1.079 1.187 -0.053  -0.381
N: 2.721 -0.373 -0.044  -0.813
H: 3.000 -1.361 0.301  0.393
H: -2.453 -1.117 0.770  0.242


Entry 8:
Here is a cluster of 12 separate species, H25O12 in total at a distorted geometry from the Open Molecules 2025 dataset. Energies are from the ωB97M-V functional and the def2-TZVPD basis.

Properties
* orbital gap: 11.193 eV
* F_max: 0.03598 hartree/bohr
* E: -24969.9224 eV
* net charge: +1
* relative energy (zero: lowest compared OMol25 entry of this formula, charge and spin): 25.56 kcal per mole
* highest occupied orbital energy: -14.06 eV

Last column: natural (NBO) charge in e.
Element x y z (Å)
H: -1.257 -2.340 3.380  0.494
H: -4.433 0.514 -0.867  0.503
H: 1.638 2.689 -1.261  0.503
O: 1.137 -0.354 0.078  -0.881
O: -1.491 0.130 2.880  -0.941
H: -1.293 -1.520 -1.872  0.484
O: 3.267 0.534 -0.816  -0.907
O: 0.762 1.349 -2.380  -0.992
O: -1.915 -1.732 -1.163  -0.942
H: 0.273 1.987 -2.915  0.487
O: -0.420 -2.249 2.902  -0.962
H: -2.486 3.637 0.968  0.506
H: -1.158 1.866 0.009  0.539
H: 3.254 1.499 -0.681  0.535
H: -0.074 -3.032 0.222  0.498
H: -0.135 -3.171 2.994  0.470
O: 2.833 -3.023 1.238  -0.930
H: 3.217 0.329 -1.755  0.507
H: -3.010 -0.260 -1.047  0.482
H: 1.941 0.191 -0.400  0.531
H: 0.218 0.100 0.154  0.542
H: 2.263 -2.461 0.717  0.454
H: -1.592 4.186 -0.202  0.498
H: -2.060 0.352 2.144  0.462
H: -1.869 0.629 -0.551  0.517
H: -0.678 -0.244 2.535  0.481
O: 2.198 3.095 -0.588  -1.018
H: -2.559 -2.196 -1.721  0.492
O: -3.522 0.559 -1.158  -0.986
H: 0.142 1.209 -1.632  0.489
O: -1.760 3.437 0.371  -0.967
H: 0.855 -1.189 -0.394  0.535
O: 0.161 -2.889 -0.704  -0.958
H: 0.904 -3.500 -0.839  0.497
O: -0.977 0.969 -0.370  -1.010
H: 2.435 -3.169 2.096  0.477
H: 2.145 4.020 -0.370  0.509